1.
DFT (wB97M-V/def2-TZVPD) results for a structure of composition C67H56BrN10O6SZr at a distorted geometry.

The calculated total energy is -179728.60704 eV. Its lowest unoccupied orbital energy is -3.607 eV. The calculation puts the highest occupied orbital energy at -9.245 eV. As for the net charge: +1.

Structure (XYZ):
```
142
Properties=species:S:1:pos:R:3:forces:R:3
Zr 0.273 -0.234 -0.293 1.31 0.76 0.03
C 4.061 -8.047 4.615 0.22 -0.18 0.00
O 3.005 -7.134 4.807 -0.23 0.26 0.07
C 2.837 -6.133 3.915 -0.11 0.11 -0.10
C 3.696 -5.851 2.857 0.13 -0.26 0.21
C 3.391 -4.835 1.969 -0.25 0.12 0.07
C 2.237 -4.080 2.118 0.09 -0.07 -0.03
C 1.394 -4.352 3.193 0.17 -0.10 0.01
C 1.694 -5.350 4.089 0.09 -0.28 0.04
C 1.890 -2.998 1.174 -0.06 0.19 -0.48
C 0.885 -3.230 0.235 0.77 -0.23 0.31
C 0.238 -4.492 0.000 -0.07 0.28 -0.20
C -0.434 -4.373 -1.175 0.14 0.24 0.19
C -0.239 -3.024 -1.635 -0.22 -0.08 -0.74
N 0.547 -2.341 -0.751 -0.18 0.18 0.07
C -0.770 -2.504 -2.816 0.11 0.05 0.45
C -0.773 -1.152 -3.159 0.00 -0.26 -0.38
C -1.447 -0.645 -4.322 0.33 0.26 0.23
C -1.347 0.705 -4.274 0.14 -0.32 0.22
C -0.568 1.025 -3.105 0.05 0.65 -0.16
C -0.167 2.316 -2.736 0.17 -0.45 0.15
C -0.626 3.478 -3.517 -0.07 0.09 -0.21
C -1.236 4.554 -2.868 -0.04 -0.18 -0.17
C -1.666 5.652 -3.568 -0.05 0.21 -0.20
C -1.489 5.726 -4.952 0.01 -0.14 0.25
O -1.952 6.852 -5.531 0.02 -0.04 0.32
C -1.927 6.967 -6.934 -0.01 0.05 -0.32
C -0.855 4.672 -5.605 -0.15 0.35 -0.29
C -0.432 3.567 -4.891 0.06 -0.02 0.36
C 0.734 2.578 -1.691 -0.03 0.29 -0.58
N 1.289 1.631 -0.873 0.02 0.16 -0.05
C 2.332 2.248 -0.230 0.55 0.14 0.15
C 3.292 1.613 0.562 -0.20 -0.42 -0.11
C 4.441 2.421 1.032 0.11 0.04 -0.02
C 5.693 2.248 0.457 -0.33 0.06 0.08
C 6.773 3.012 0.859 0.32 0.17 0.10
C 6.618 3.961 1.866 -0.17 -0.08 -0.03
O 7.607 4.758 2.335 -0.37 0.00 0.13
C 8.867 4.710 1.707 0.27 -0.01 -0.13
C 5.360 4.128 2.452 0.24 0.14 0.01
C 4.285 3.376 2.034 0.13 -0.14 -0.07
C 3.265 0.261 0.914 0.28 0.67 -0.12
C 4.266 -0.367 1.730 -0.28 -0.23 -0.07
C 3.870 -1.651 1.917 -0.01 0.30 -0.27
C 2.633 -1.811 1.207 -0.08 -0.30 0.10
N 2.277 -0.637 0.599 0.21 -0.26 -0.08
C 2.378 3.637 -0.587 -0.20 -0.38 0.02
C 1.386 3.845 -1.488 -0.06 -0.30 0.16
N -0.235 -0.122 -2.437 0.17 -0.30 0.15
C -1.383 -3.481 -3.744 0.03 -0.04 -0.12
C -0.560 -4.219 -4.581 -0.17 0.16 0.16
C -1.087 -5.178 -5.427 -0.08 -0.29 -0.22
C -2.456 -5.432 -5.423 0.02 0.12 0.12
O -3.064 -6.381 -6.176 -0.16 0.30 0.23
C -2.261 -7.227 -6.966 0.15 -0.17 -0.17
C -3.285 -4.676 -4.589 -0.04 -0.17 -0.15
C -2.756 -3.706 -3.765 0.17 -0.07 -0.06
H 3.874 -8.855 5.318 0.09 -0.01 -0.05
H 5.030 -7.592 4.838 -0.01 0.02 -0.04
H 4.070 -8.443 3.595 -0.03 -0.01 0.05
H 4.603 -6.414 2.711 0.09 -0.13 0.01
H 4.056 -4.633 1.143 0.09 0.02 -0.12
H 0.495 -3.775 3.332 -0.12 0.09 -0.01
H 1.055 -5.555 4.932 -0.13 -0.07 0.11
H 0.308 -5.355 0.634 0.11 -0.16 0.11
H -1.021 -5.113 -1.682 -0.06 -0.16 -0.13
H -1.974 -1.249 -5.034 -0.05 -0.10 -0.16
H -1.783 1.412 -4.952 -0.04 0.11 -0.06
H -1.368 4.525 -1.795 -0.02 0.04 0.04
H -2.144 6.482 -3.074 -0.09 0.13 0.10
H -2.356 7.943 -7.149 0.05 -0.06 -0.08
H -2.541 6.193 -7.404 0.06 -0.01 0.00
H -0.908 6.924 -7.330 -0.05 0.00 0.04
H -0.673 4.708 -6.667 -0.01 0.04 -0.13
H 0.092 2.775 -5.405 0.02 -0.07 -0.06
H 5.820 1.516 -0.327 0.01 -0.07 -0.07
H 7.722 2.857 0.372 0.14 0.03 0.01
H 9.472 5.469 2.199 -0.01 -0.06 -0.06
H 8.788 4.944 0.641 0.01 -0.01 0.04
H 9.344 3.733 1.831 -0.03 0.02 0.00
H 5.251 4.867 3.229 0.00 0.11 0.12
H 3.314 3.520 2.486 -0.09 0.03 0.05
H 5.138 0.121 2.119 0.14 0.05 0.02
H 4.383 -2.428 2.449 0.05 -0.08 0.12
H 3.084 4.347 -0.203 0.18 0.10 -0.02
H 1.144 4.761 -1.990 0.02 0.08 -0.13
H 0.505 -4.041 -4.572 0.09 0.01 -0.01
H -0.418 -5.723 -6.073 0.02 -0.11 -0.08
H -2.944 -7.950 -7.406 0.07 0.00 -0.01
H -1.516 -7.751 -6.360 -0.04 0.01 -0.01
H -1.755 -6.677 -7.765 -0.03 0.01 0.05
H -4.344 -4.875 -4.591 -0.15 -0.05 -0.05
H -3.398 -3.124 -3.120 -0.14 0.05 0.06
O -3.338 -4.136 1.364 0.20 -0.33 -0.01
C -3.995 -2.949 1.474 -0.22 0.62 0.09
C -5.340 -3.007 1.817 0.13 -0.19 -0.10
C -6.077 -1.850 1.964 0.09 0.00 0.03
C -5.471 -0.615 1.798 0.02 0.13 0.06
C -4.132 -0.554 1.466 0.05 -0.08 -0.01
C -3.382 -1.707 1.286 0.19 -0.09 -0.13
C -1.946 -1.657 0.796 -0.81 -1.37 0.61
O -1.522 -0.452 0.360 -1.16 -0.08 0.07
N -1.021 -2.071 1.914 -0.38 -0.35 0.24
N -0.197 -1.090 2.237 0.56 -0.12 0.45
C 0.383 -0.958 3.370 -0.66 -0.68 -0.33
C 1.102 0.256 3.629 0.31 0.95 -0.02
Br 0.591 1.636 2.342 0.21 0.08 0.83
C 1.889 0.511 4.681 -0.40 0.06 -0.58
C 2.253 -0.566 5.612 0.12 -0.36 0.19
C 2.777 -1.762 5.122 0.05 0.21 -0.04
C 3.139 -2.787 5.975 -0.05 -0.10 0.06
C 2.928 -2.655 7.339 0.00 -0.04 -0.07
C 2.374 -1.485 7.835 -0.01 0.00 0.10
C 2.064 -0.436 6.988 -0.02 0.00 -0.10
H -2.495 -4.048 0.907 0.04 0.04 -0.10
H -5.786 -3.982 1.930 -0.11 -0.12 0.06
H -7.125 -1.914 2.207 -0.15 -0.01 0.05
H -6.041 0.294 1.915 -0.06 0.09 0.01
H -3.651 0.399 1.303 0.04 0.08 0.00
H -1.854 -2.432 -0.001 -0.01 0.44 0.33
H -1.407 -2.664 2.652 -0.02 0.43 -0.15
H 0.283 -1.662 4.194 -0.12 -0.01 -0.05
H 2.270 1.504 4.873 -0.07 0.14 -0.05
H 2.928 -1.863 4.059 0.01 -0.03 -0.01
H 3.565 -3.690 5.560 0.02 -0.07 0.05
H 3.182 -3.460 8.013 0.03 -0.05 0.03
H 2.172 -1.397 8.892 0.05 0.06 0.08
H 1.638 0.467 7.392 -0.05 0.19 0.05
C -3.823 4.434 0.070 0.02 -0.02 0.01
C -4.096 3.176 -0.656 -0.20 0.05 0.01
N -5.217 2.899 -1.230 -0.39 0.80 0.22
N -5.088 1.647 -1.714 1.01 -0.01 0.38
C -3.872 1.106 -1.449 -0.11 -0.25 -0.17
S -3.407 -0.413 -1.836 -0.35 -0.49 -0.47
N -3.208 2.119 -0.772 -0.63 -0.06 -0.19
N -1.900 2.080 -0.292 0.15 0.14 0.20
H -4.717 5.046 0.007 0.00 0.07 0.03
H -2.990 4.980 -0.370 0.07 0.09 0.01
H -3.599 4.234 1.117 0.04 0.04 0.04
H -5.847 1.182 -2.180 0.07 -0.05 0.01
H -1.887 1.881 0.711 -0.20 0.10 -0.25
H -1.446 2.975 -0.473 -0.24 -0.24 0.05
```
Positions in Å, forces in eV/Å.

Here are the Mulliken charges for atoms 1 to 99, given in e:
1. Zr -0.46
2. C -0.92
3. O -0.45
4. C 0.79
5. C -0.86
6. C -0.42
7. C -0.61
8. C 0.35
9. C -1.23
10. C 1.09
11. C 1.39
12. C -1.68
13. C -1.53
14. C 0.72
15. N -0.33
16. C 0.07
17. C 0.60
18. C -1.62
19. C -1.47
20. C 0.58
21. C 1.06
22. C 0.46
23. C 0.28
24. C -0.96
25. C 0.64
26. O -0.46
27. C -0.86
28. C -0.81
29. C -0.91
30. C 0.29
31. N 0.30
32. C 0.17
33. C 1.28
34. C -0.39
35. C -0.27
36. C -0.74
37. C 0.86
38. O -0.46
39. C -0.84
40. C -0.92
41. C 0.02
42. C 0.33
43. C -2.20
44. C -1.58
45. C 0.76
46. N 0.71
47. C -2.01
48. C -1.89
49. N -0.03
50. C -0.60
51. C -0.19
52. C -0.68
53. C 0.88
54. O -0.44
55. C -0.86
56. C -0.96
57. C 0.28
58. H 0.28
59. H 0.34
60. H 0.37
61. H 0.53
62. H 0.62
63. H 0.60
64. H 0.47
65. H 0.66
66. H 0.67
67. H 0.51
68. H 0.72
69. H 0.47
70. H 0.49
71. H 0.26
72. H 0.36
73. H 0.33
74. H 0.43
75. H 0.65
76. H 0.55
77. H 0.42
78. H 0.25
79. H 0.35
80. H 0.32
81. H 0.45
82. H 0.58
83. H 0.55
84. H 0.67
85. H 0.62
86. H 0.66
87. H 0.53
88. H 0.44
89. H 0.25
90. H 0.35
91. H 0.33
92. H 0.46
93. H 0.60
94. O -0.75
95. C 0.58
96. C -0.78
97. C -0.59
98. C -1.05
99. C -0.32


2.
DFT (wB97M-V/def2-TZVPD) results for a structure of composition C38H31N8O5RuS at a distorted geometry.

The spin multiplicity is 2. The calculated total energy is -75485.95855 eV. Its lowest unoccupied orbital energy (alpha / beta) is -0.293 / -0.440 eV. The calculation puts the highest occupied orbital energy (alpha / beta) at -7.078 / -7.054 eV. As for the expectation value of S²: 0.7546.

Structure (XYZ):
```
84
Properties=species:S:1:pos:R:3:forces:R:3
Ru 0.962 -0.752 -0.333 0.67 -0.16 -1.02
O 4.898 -1.502 0.823 0.00 0.02 0.05
C 3.847 -1.213 0.258 0.01 0.11 0.02
N 2.587 -1.496 0.644 0.21 -0.52 0.51
C 2.337 -2.147 1.877 -0.22 0.08 -0.13
C 3.281 -2.519 2.841 -0.07 -0.03 -0.10
C 2.871 -3.220 3.964 0.01 -0.02 0.04
C 1.541 -3.578 4.132 0.04 -0.02 0.00
C 0.596 -3.180 3.203 0.05 0.01 -0.04
C 0.983 -2.423 2.101 0.10 0.17 -0.13
N 0.080 -1.978 1.093 -0.50 0.13 0.00
C -1.194 -1.709 1.500 -0.17 -0.13 0.07
O -1.566 -1.561 2.664 0.10 0.04 0.00
C -2.299 -1.703 0.469 0.05 0.02 -0.06
C -3.496 -2.334 0.813 0.04 0.02 0.04
C -4.531 -2.327 -0.099 -0.04 0.00 -0.03
C -4.357 -1.664 -1.307 -0.03 0.02 0.02
C -3.141 -1.055 -1.551 0.04 -0.02 0.06
N -2.121 -1.089 -0.690 -0.01 0.03 -0.09
C 3.915 -0.469 -1.038 -0.13 -0.25 0.03
C 5.110 0.079 -1.475 -0.04 -0.10 0.01
C 5.133 0.704 -2.704 -0.01 0.02 -0.06
C 3.969 0.724 -3.461 0.09 -0.03 -0.02
C 2.824 0.155 -2.945 -0.09 -0.19 0.01
N 2.783 -0.425 -1.738 -0.07 0.74 0.25
H 4.318 -2.281 2.695 0.03 0.01 -0.02
H 3.608 -3.500 4.706 0.00 -0.02 -0.01
H 1.233 -4.161 4.992 0.00 0.02 0.01
H -0.441 -3.439 3.342 0.00 0.02 0.03
H -3.585 -2.803 1.782 -0.01 0.01 -0.01
H -5.467 -2.821 0.129 0.01 0.01 0.00
H -5.149 -1.609 -2.042 0.01 -0.02 0.00
H -2.971 -0.511 -2.474 0.02 -0.02 -0.02
H 5.975 -0.014 -0.835 0.00 0.01 0.01
H 6.041 1.159 -3.076 -0.01 0.01 0.00
H 3.934 1.188 -4.436 0.00 -0.01 0.01
H 1.917 0.161 -3.529 -0.02 0.06 0.05
O 1.506 2.262 -0.813 -0.09 0.14 -0.03
S 0.458 2.103 -1.790 0.49 0.38 0.22
O 0.688 2.698 -3.084 -0.27 -0.30 -0.14
N 0.154 0.525 -1.859 -0.24 0.16 0.62
C -0.350 -0.140 -2.963 0.01 -0.17 0.12
C -0.979 0.394 -4.066 0.04 -0.04 0.01
C -1.471 -0.455 -5.079 0.00 0.02 -0.01
C -1.348 -1.815 -5.010 -0.03 0.00 -0.02
C -0.685 -2.399 -3.905 0.03 -0.02 -0.01
C -0.510 -3.793 -3.741 -0.04 0.03 -0.03
C 0.140 -4.273 -2.643 0.04 0.02 0.05
C 0.631 -3.365 -1.686 0.03 0.01 -0.12
N 0.484 -2.066 -1.812 -0.04 -0.59 -0.03
C -0.174 -1.561 -2.901 -0.03 0.21 0.01
C -0.968 2.905 -1.100 -0.14 -0.02 -0.12
C -1.766 2.263 -0.164 0.05 -0.02 0.00
C -2.835 2.945 0.399 -0.01 -0.02 0.03
C -3.094 4.259 0.033 0.02 0.01 -0.02
C -2.288 4.893 -0.904 -0.01 0.01 0.01
C -1.222 4.217 -1.479 -0.03 -0.02 0.02
H -1.090 1.466 -4.153 -0.02 -0.03 -0.01
H -1.970 -0.007 -5.930 0.00 0.00 0.00
H -1.746 -2.454 -5.787 0.01 0.01 0.00
H -0.903 -4.467 -4.493 0.01 0.01 0.00
H 0.285 -5.333 -2.487 0.00 0.01 0.00
H 1.151 -3.706 -0.800 -0.01 0.01 0.02
H -1.556 1.238 0.107 -0.01 -0.06 -0.02
H -3.469 2.443 1.119 0.00 0.00 -0.01
H -3.930 4.789 0.472 0.00 -0.01 0.00
H -2.493 5.916 -1.193 0.00 0.00 0.00
H -0.591 4.691 -2.219 -0.01 -0.01 0.00
N 0.920 0.557 1.248 0.17 0.28 0.13
C 0.601 1.171 2.167 0.05 0.03 -0.05
N 0.229 1.921 3.170 0.04 -0.02 0.02
C 0.784 3.264 3.352 -0.08 0.04 -0.05
C -0.351 4.184 3.769 0.00 0.00 0.02
O -1.028 3.680 4.907 0.04 -0.04 0.00
C -1.603 2.408 4.648 -0.02 0.03 0.00
C -0.536 1.389 4.302 0.11 -0.05 0.03
H 1.228 3.595 2.414 0.00 -0.01 -0.01
H 1.557 3.236 4.126 0.00 0.00 0.01
H -1.054 4.299 2.933 0.00 -0.01 -0.01
H 0.040 5.163 4.043 -0.01 0.01 -0.01
H -2.319 2.490 3.819 -0.01 -0.03 0.00
H -2.135 2.111 5.550 -0.01 0.01 0.00
H -0.956 0.420 4.033 -0.06 0.00 -0.08
H 0.138 1.251 5.153 0.00 0.02 0.01
```
Positions in Å, forces in eV/Å.

Atomic charges from the Mulliken analysis, expressed in e, are listed below:
1. Ru -0.47
2. O -0.79
3. C 0.59
4. N 0.58
5. C 0.54
6. C -1.13
7. C -0.66
8. C -0.84
9. C -0.72
10. C 0.20
11. N 0.64
12. C 0.17
13. O -0.70
14. C 0.16
15. C -0.88
16. C -0.57
17. C -1.02
18. C -0.33
19. N 0.72
20. C -0.04
21. C -0.75
22. C -0.45
23. C -0.97
24. C -0.21
25. N 0.59
26. H 0.56
27. H 0.41
28. H 0.41
29. H 0.49
30. H 0.58
31. H 0.42
32. H 0.47
33. H 0.41
34. H 0.53
35. H 0.44
36. H 0.49
37. H 0.42
38. O -0.78
39. S 1.28
40. O -0.80
41. N 1.72
42. C -0.19
43. C -0.68
44. C -0.89
45. C -1.00
46. C 0.74
47. C -0.85
48. C -1.23
49. C -0.35
50. N 1.40
51. C 0.08
52. C 0.26
53. C 0.29
54. C -0.84
55. C -0.64
56. C -0.65
57. C -0.82
58. H 0.58
59. H 0.40
60. H 0.44
61. H 0.47
62. H 0.46
63. H 0.44
64. H -0.23
65. H 0.55
66. H 0.41
67. H 0.42
68. H 0.52
69. N -0.47
70. C 0.26
71. N 0.24
72. C -0.56
73. C -0.52
74. O -0.40
75. C -0.58
76. C -0.14
77. H 0.41
78. H 0.30
79. H 0.26
80. H 0.36
81. H 0.25
82. H 0.37
83. H 0.13
84. H 0.26